No. 1
{
  "formula": "C31H44BrN6O2PTc",
  "method": "the ωB97M-V functional and the def2-TZVPD basis",
  "symbols": ["Tc", "O", "C", "C", "C", "C", "C", "C", "C", "O", "N", "N", "C", "C", "Br", "C", "C", "C", "C", "C", "C", "C", "H", "H", "H", "H", "H", "H", "H", "H", "H", "H", "H", "H", "H", "H", "N", "P", "N", "C", "C", "C", "C", "C", "N", "C", "C", "C", "C", "C", "N", "C", "C", "C", "C", "C", "H", "H", "H", "H", "H", "H", "H", "H", "H", "H", "H", "H", "H", "H", "H", "H", "H", "H", "H", "H", "H", "H", "H", "H", "H", "H", "H", "H", "H", "H"],
  "positions_angstrom": [[0.701468, 0.889974, 1.491664], [-3.553601, 3.216861, 2.166399], [-3.506993, 3.101336, 0.812626], [-4.646322, 3.009125, 0.024006], [-4.522886, 2.883070, -1.350427], [-3.269468, 2.841010, -1.946936], [-2.136260, 2.935278, -1.154786], [-2.241254, 3.068475, 0.225002], [-1.040602, 3.172077, 1.124915], [-0.778737, 1.934344, 1.777608], [0.172730, 3.542798, 0.369510], [1.272417, 2.803809, 0.689253], [2.468549, 3.250464, 0.534369], [3.627810, 2.490918, 0.926017], [3.210149, 0.867341, 1.905947], [4.923686, 2.823012, 0.829121], [5.506437, 3.931985, 0.091865], [6.725464, 4.441710, 0.554688], [7.321287, 5.515647, -0.079935], [6.724155, 6.074183, -1.202234], [5.536996, 5.548177, -1.698020], [4.930042, 4.482982, -1.059086], [-4.457713, 3.379333, 2.459501], [-5.626120, 3.049246, 0.485400], [-5.415681, 2.827816, -1.959213], [-3.178392, 2.756411, -3.021261], [-1.154449, 2.927132, -1.610600], [-1.225314, 3.890283, 1.928234], [0.333894, 4.536922, 0.261611], [2.638411, 4.259756, 0.168971], [5.632859, 2.211699, 1.379464], [7.194717, 4.001071, 1.425777], [8.256258, 5.910615, 0.292446], [7.196911, 6.905035, -1.708138], [5.098686, 5.957802, -2.597764], [4.048665, 4.036011, -1.502183], [0.469598, -0.700921, 0.939268], [-0.439252, -1.982528, 0.345332], [-1.570643, -2.221859, 1.480563], [-2.705767, -3.137230, 1.196518], [-3.931522, -2.649595, 1.951786], [-3.707488, -2.745731, 3.469036], [-2.217185, -2.643106, 3.816483], [-1.482390, -1.705861, 2.870750], [-1.174771, -1.614647, -1.054983], [-2.303465, -0.652785, -1.009563], [-3.185003, -0.808427, -2.238399], [-2.372154, -0.650406, -3.517780], [-1.212652, -1.638928, -3.513430], [-0.349868, -1.450577, -2.276026], [0.645280, -3.151992, 0.047435], [1.824144, -3.301694, 0.936297], [2.640553, -4.522704, 0.518544], [2.704550, -4.620029, -1.000797], [1.303791, -4.874325, -1.584194], [0.211412, -4.396060, -0.628259], [-2.448795, -4.155015, 1.503301], [-2.881113, -3.152546, 0.120704], [-4.799558, -3.232778, 1.645594], [-4.128830, -1.614391, 1.659532], [-4.099615, -3.689028, 3.849068], [-4.264338, -1.954010, 3.971089], [-1.741389, -3.625653, 3.773403], [-2.083575, -2.281334, 4.835847], [-0.436178, -1.633530, 3.165616], [-1.917806, -0.701322, 2.913313], [-1.898720, 0.365346, -0.961954], [-2.877202, -0.821836, -0.100560], [-3.981652, -0.065070, -2.180889], [-3.657655, -1.794815, -2.217782], [-1.980258, 0.371452, -3.574712], [-3.001592, -0.799143, -4.394575], [-0.587058, -1.528438, -4.400002], [-1.601951, -2.661503, -3.517565], [0.082896, -0.440950, -2.267877], [0.467596, -2.166417, -2.252755], [1.516553, -3.387830, 1.984209], [2.435643, -2.403197, 0.830643], [2.206722, -5.433448, 0.936396], [3.635898, -4.428458, 0.952305], [3.386544, -5.414008, -1.300394], [3.116480, -3.689652, -1.401104], [1.149153, -5.938334, -1.768342], [1.199832, -4.374895, -2.548570], [-0.008410, -5.153139, 0.129040], [-0.716614, -4.200399, -1.165409]],
  "forces_ev_per_angstrom": [[0.4, 0.1, -0.5], [0.0, 0.0, 0.0], [0.0, 0.0, 0.0], [0.0, 0.0, 0.0], [0.0, 0.0, 0.0], [0.0, 0.0, 0.0], [0.0, 0.0, 0.0], [0.1, 0.0, 0.0], [0.1, 0.0, -0.1], [0.0, 0.2, 0.3], [-0.1, -0.1, -0.2], [-0.1, -0.3, 0.3], [0.0, -0.1, 0.1], [-0.1, -0.1, -0.1], [-0.1, 0.3, 0.2], [0.0, -0.1, 0.0], [0.0, 0.1, 0.0], [0.0, 0.0, 0.0], [0.0, 0.0, 0.0], [0.0, 0.0, 0.0], [0.0, 0.0, 0.0], [0.0, 0.0, 0.0], [0.0, 0.0, 0.0], [0.0, 0.0, 0.0], [0.0, 0.0, 0.0], [0.0, 0.0, 0.0], [0.0, 0.0, 0.0], [0.0, 0.0, 0.0], [0.0, 0.0, 0.1], [0.0, 0.0, 0.0], [0.0, 0.0, 0.0], [0.0, 0.0, 0.0], [0.0, 0.0, 0.0], [0.0, 0.0, 0.0], [0.0, 0.0, 0.0], [0.0, 0.0, 0.0], [-0.2, 0.0, 0.0], [0.1, 0.0, 0.0], [0.0, 0.0, -0.1], [0.0, 0.0, 0.0], [0.0, 0.0, 0.0], [0.0, 0.0, 0.0], [0.0, 0.0, 0.0], [0.0, 0.0, 0.0], [0.1, 0.2, 0.1], [-0.1, -0.1, 0.0], [0.0, 0.0, 0.0], [0.0, 0.0, 0.0], [0.0, 0.0, 0.0], [-0.1, -0.1, 0.0], [-0.1, 0.0, -0.1], [0.0, 0.0, 0.0], [0.0, 0.0, 0.0], [0.0, 0.0, 0.0], [0.0, 0.0, 0.0], [0.0, 0.0, 0.0], [0.0, 0.0, 0.0], [0.0, 0.0, 0.0], [0.0, 0.0, 0.0], [0.0, 0.0, 0.0], [0.0, 0.0, 0.0], [0.0, 0.0, 0.0], [0.0, 0.0, 0.0], [0.0, 0.0, 0.0], [0.0, 0.0, 0.0], [0.0, 0.0, 0.0], [0.0, 0.0, 0.0], [0.0, 0.0, 0.0], [0.0, 0.0, 0.0], [0.0, 0.0, 0.0], [0.0, 0.0, 0.0], [0.0, 0.0, 0.0], [0.0, 0.0, 0.0], [0.0, 0.0, 0.0], [0.0, 0.0, 0.0], [0.0, 0.0, 0.0], [0.0, 0.0, 0.0], [0.0, 0.0, 0.0], [0.0, 0.0, 0.0], [0.0, 0.0, 0.0], [0.0, 0.0, 0.0], [0.0, 0.0, 0.0], [0.0, 0.0, 0.0], [0.0, 0.0, 0.0], [0.0, 0.0, 0.0], [0.0, 0.0, 0.0]],
  "s_squared": 0.76,
  "fmax_ev_per_a": 0.6,
  "charge": 2,
  "gap_ev": [6.7711, 6.5787],
  "spin_multiplicity": 2
}


No. 2
{
  "formula": "C31H44Cl4O27",
  "method": "the ωB97M-V functional and the def2-TZVPD basis",
  "symbols": ["O", "C", "O", "C", "C", "O", "H", "H", "H", "H", "O", "C", "O", "C", "C", "O", "H", "H", "H", "H", "O", "C", "O", "C", "C", "O", "H", "H", "H", "H", "O", "C", "O", "C", "C", "O", "H", "H", "H", "H", "O", "C", "O", "C", "C", "O", "H", "H", "H", "H", "O", "C", "O", "C", "C", "O", "H", "H", "H", "H", "O", "C", "O", "C", "C", "O", "H", "H", "H", "H", "O", "C", "O", "C", "C", "O", "H", "H", "H", "H", "O", "C", "O", "C", "C", "O", "H", "H", "H", "H", "Cl", "C", "C", "Cl", "H", "H", "H", "H", "Cl", "C", "C", "Cl", "H", "H", "H", "H"],
  "positions_angstrom": [[1.943089, -2.370163, -5.530718], [2.653215, -1.847713, -4.748805], [2.920984, -2.345799, -3.514736], [3.856939, -1.548955, -2.833106], [4.256498, -0.479219, -3.856804], [3.465240, -0.786847, -4.974402], [3.349542, -1.163236, -1.942762], [4.702767, -2.135130, -2.470160], [5.315728, -0.556433, -4.104298], [4.119278, 0.511745, -3.419667], [0.966908, 0.665460, -3.283623], [1.722509, 1.588152, -3.197995], [2.295775, 1.988823, -2.072013], [3.125532, 3.143085, -2.327903], [2.805126, 3.489963, -3.779134], [2.140108, 2.303899, -4.255379], [2.788094, 3.925863, -1.649900], [4.146067, 2.835005, -2.099921], [3.659941, 3.599828, -4.442147], [2.096803, 4.317225, -3.828966], [0.402619, -7.715955, 3.451174], [0.791075, -7.009077, 2.588875], [0.991135, -5.680466, 2.737563], [1.481791, -5.144855, 1.519933], [1.188061, -6.247409, 0.492415], [1.196292, -7.378496, 1.353538], [1.237423, -4.098972, 1.365426], [2.578228, -5.121973, 1.589111], [1.889447, -6.354080, -0.329389], [0.216211, -6.110111, 0.008654], [-4.988230, 1.580634, 1.620113], [-3.930705, 1.586152, 2.179605], [-3.384835, 2.662264, 2.736067], [-2.171632, 2.348282, 3.441976], [-2.049308, 0.847532, 3.146904], [-3.204987, 0.470816, 2.418421], [-1.343268, 2.988779, 3.171284], [-2.378864, 2.506215, 4.502024], [-1.943760, 0.227724, 4.036328], [-1.119940, 0.611686, 2.624823], [-0.163363, 2.935104, 0.598369], [0.550104, 3.776503, 1.058687], [1.879729, 3.763770, 0.969561], [2.449342, 4.796478, 1.793283], [1.194199, 5.633662, 2.161010], [0.110565, 4.827946, 1.755262], [2.881918, 4.382867, 2.701694], [3.206833, 5.396102, 1.295871], [1.125808, 6.615443, 1.694659], [1.239409, 5.797451, 3.237930], [4.152075, -1.887228, 2.787008], [3.710809, -0.870525, 2.351755], [3.970122, 0.336513, 2.889686], [3.213272, 1.347542, 2.174877], [2.899194, 0.638253, 0.873629], [2.969292, -0.752359, 1.227078], [2.332721, 1.511054, 2.801063], [3.818341, 2.246073, 2.117934], [3.624210, 0.839300, 0.087186], [1.851644, 0.782212, 0.611897], [-3.045860, -3.020129, -6.694967], [-2.406149, -2.220718, -6.086357], [-1.900818, -2.403654, -4.853539], [-1.353630, -1.169541, -4.366395], [-1.242289, -0.340206, -5.633262], [-2.180950, -0.972321, -6.510967], [-2.012467, -0.715308, -3.625318], [-0.390579, -1.414460, -3.930343], [-0.263632, -0.481732, -6.099957], [-1.516618, 0.707444, -5.547732], [-7.572754, -3.526467, -0.921216], [-7.184768, -2.561633, -0.335034], [-6.067832, -1.891518, -0.689694], [-5.747040, -0.930862, 0.308905], [-6.927315, -0.947462, 1.305818], [-7.685900, -2.082066, 0.800725], [-4.789459, -1.230978, 0.729207], [-5.707682, 0.049787, -0.158313], [-7.552769, -0.064241, 1.275054], [-6.594226, -1.261378, 2.289748], [0.490773, 1.137144, 5.022471], [0.912205, 0.024728, 5.046183], [0.258425, -1.030633, 4.530731], [1.136544, -2.142799, 4.474951], [2.173100, -1.795905, 5.553618], [2.069031, -0.374964, 5.621470], [0.636832, -3.075519, 4.722825], [1.608186, -2.224650, 3.495444], [3.174472, -2.051910, 5.220795], [1.834523, -2.273040, 6.473127], [-0.277078, -2.848715, -1.526999], [-0.180455, -1.102969, -1.052693], [-0.899475, -0.845505, 0.254477], [-0.145271, -1.761188, 1.589678], [-0.654616, -0.495792, -1.813343], [0.892271, -0.952708, -1.008217], [-1.959321, -1.087242, 0.213600], [-0.849372, 0.201065, 0.554691], [-2.784514, 1.279930, -1.652629], [-2.423887, 3.016247, -1.772668], [-3.125006, 3.899308, -0.743216], [-4.892813, 3.718693, -0.871800], [-2.619299, 3.325641, -2.795874], [-1.352245, 3.134897, -1.600715], [-2.880335, 4.935649, -0.966623], [-2.803057, 3.647279, 0.263509]],
  "forces_ev_per_angstrom": [[-0.5, 0.4, -0.3], [1.2, -0.7, 0.7], [-0.4, -0.4, -0.2], [-0.1, 0.2, 0.8], [0.7, -0.5, 1.0], [-0.4, 0.9, -0.7], [0.1, 0.3, -0.1], [-0.1, -0.2, -0.3], [-0.1, -0.1, -0.3], [-0.4, 0.2, -0.5], [0.2, 0.2, 0.1], [-0.6, -1.0, -1.0], [0.3, 0.6, 0.6], [-0.3, -0.2, 0.4], [0.0, -0.7, -0.3], [-0.2, 0.4, 0.3], [0.3, 0.0, 0.1], [0.1, 0.3, -0.2], [0.0, 0.5, 0.2], [0.2, 0.1, -0.2], [-0.2, -0.5, 0.1], [0.7, 0.5, -0.1], [-0.7, 0.5, 0.1], [2.2, -0.2, -0.6], [-0.9, 1.1, 0.0], [-0.5, -0.8, -0.3], [-1.0, -0.3, -0.2], [0.0, 0.0, 0.3], [0.4, -0.1, 0.4], [-0.2, -0.3, 0.3], [0.5, 0.0, 0.1], [-1.1, -0.6, 0.0], [0.5, 1.0, -0.2], [-1.1, -0.9, 0.8], [1.8, -0.4, 0.7], [0.2, 0.6, -0.2], [0.0, -0.1, -0.5], [0.1, 0.1, 0.0], [-0.5, 0.2, 0.1], [-0.3, 0.1, -0.5], [0.2, 0.1, -0.1], [-0.8, -0.6, 0.0], [1.3, 0.2, -0.1], [-0.9, 0.7, 0.3], [1.2, 0.4, 0.5], [-0.3, 0.1, 0.2], [0.0, -0.4, -0.1], [0.0, -0.3, -0.4], [0.1, -0.1, -0.3], [-0.7, -0.1, 0.0], [-0.4, -0.2, 0.1], [0.7, 0.1, -0.2], [0.0, 0.3, -0.2], [0.1, -0.8, 1.0], [-0.9, -0.2, 0.3], [0.5, 0.0, 0.3], [-0.1, 0.3, -0.3], [0.0, -0.1, -0.2], [-0.2, 0.1, -0.2], [0.3, 0.4, -0.6], [0.3, -0.1, 0.1], [-0.9, -0.3, 0.0], [0.0, 0.0, 0.2], [0.2, -0.2, -0.1], [0.3, -0.3, -0.5], [0.1, 0.5, -0.2], [-0.1, -0.2, 0.0], [0.0, 0.2, 0.0], [0.1, 0.4, 0.2], [0.1, 0.0, 0.1], [-0.4, 0.4, 0.1], [0.9, -0.9, -0.4], [-0.4, 0.1, 0.0], [-0.2, 0.8, -0.2], [0.6, -1.7, -0.9], [-0.7, 0.5, 0.6], [0.0, 0.3, 0.2], [0.5, -0.1, 0.0], [0.1, 0.1, 0.2], [-0.2, 0.5, 0.2], [0.1, 0.6, -0.1], [0.2, -0.9, 0.5], [-0.3, 0.2, -0.2], [0.9, -0.6, 0.4], [-0.6, -0.4, -0.9], [-0.2, 0.7, 0.0], [-0.3, 0.1, -0.2], [-0.2, 0.1, -0.1], [0.1, -0.1, 0.4], [0.5, 0.3, 0.3], [-0.2, 0.4, 0.0], [-0.2, -0.7, 0.4], [0.2, 0.1, 0.0], [-0.2, 0.0, 0.0], [0.2, -0.1, -0.2], [0.0, 0.5, 0.1], [0.1, -0.3, -0.1], [0.2, 0.1, -0.3], [-0.1, 0.1, 0.2], [0.6, 0.6, 0.2], [-0.1, -0.7, -0.6], [0.0, 0.2, 0.1], [-0.3, 0.0, 0.0], [0.0, -0.2, 0.0], [0.0, 0.0, 0.1], [-0.1, 0.0, 0.0]],
  "fmax_ev_per_a": 2.3,
  "smiles": "O=C1OCCO1.O=C1OCCO1.O=C1OCCO1.O=C1OCCO1.O=C1OCCO1.O=C1OCCO1.O=C1OCCO1.O=C1OCCO1.O=C1OCCO1.ClCCCl.ClCCCl",
  "e_above_lowest_kj_mol": 0.0,
  "gap_ev": 9.2431
}